This record from the OMol25 dataset describes C25H60ClF3MgO15S as an isolated structure at a distorted geometry. The level of theory is wB97M-V/def2-TZVPD.

Values from the calculation:
electronic energy	-3475.0170	a.u.
total charge	0
molecular weight	749.6	g/mol
HOMO-LUMO gap	8.42	eV
multiplicity	1

Element x y z (Å)
Mg (-1.07544, -1.30523, -0.45935)
Cl (0.54307, 0.15633, 0.08622)
C (-4.47691, -0.38398, -3.43684)
F (-5.37744, -0.82097, -2.45205)
F (-4.05022, -1.46863, -4.13890)
F (-4.96874, 0.52523, -4.29146)
S (-2.97136, 0.46550, -2.55866)
O (-2.13129, 1.09141, -3.62791)
O (-3.52408, 1.42374, -1.60222)
O (-2.16455, -0.59121, -1.91968)
C (0.24024, -2.15044, -3.26483)
O (0.00962, -2.29203, -1.85163)
C (0.53741, -3.57762, -1.35436)
C (0.82317, -3.50598, 0.12677)
O (-0.30449, -2.77698, 0.68281)
C (-0.24953, -2.86246, 2.11870)
H (-0.60663, -1.69297, -3.77633)
H (0.24632, -3.08623, -3.82373)
H (1.17880, -1.64696, -3.49662)
H (1.45239, -3.95000, -1.81506)
H (-0.15598, -4.41700, -1.40681)
H (1.78072, -3.00220, 0.25862)
H (0.97767, -4.51110, 0.51914)
H (0.68403, -2.48483, 2.53577)
H (-0.35199, -3.90118, 2.43282)
H (-1.05177, -2.22320, 2.48728)
C (-0.65498, 4.99385, -3.08095)
O (-0.87099, 3.63854, -3.07753)
C (0.02277, 2.85070, -2.23174)
C (1.12900, 2.25125, -3.09581)
O (0.46394, 1.68395, -4.25820)
C (1.28414, 0.91417, -5.08283)
H (-0.87626, 5.42012, -2.10247)
H (-1.40209, 5.36912, -3.78030)
H (0.29602, 5.32929, -3.49469)
H (-0.52800, 2.05993, -1.72239)
H (0.43170, 3.50033, -1.45787)
H (1.70464, 1.53072, -2.51479)
H (1.92187, 2.95117, -3.35957)
H (1.90438, 1.58327, -5.67925)
H (0.75166, 0.25278, -5.76630)
H (1.94374, 0.21828, -4.56442)
C (-0.23969, -3.84242, 5.64859)
O (0.28814, -2.53598, 5.58582)
C (-0.64614, -1.47652, 5.43463)
C (0.01714, -0.12499, 5.16466)
O (0.75107, -0.04441, 3.94644)
C (1.26388, 1.21714, 3.61524)
H (0.49957, -4.48026, 6.13311)
H (-0.53303, -4.27712, 4.69304)
H (-1.15266, -3.87770, 6.24303)
H (-1.09008, -1.46628, 6.43008)
H (-1.34134, -1.75772, 4.64360)
H (0.66471, 0.14506, 5.99882)
H (-0.75275, 0.64243, 5.08446)
H (1.95404, 1.62212, 4.35536)
H (0.52710, 1.97552, 3.35044)
H (1.72464, 1.04965, 2.64172)
C (1.20470, 7.83988, 3.31163)
O (0.77876, 6.49606, 3.57696)
C (-0.39495, 6.08338, 2.88307)
C (-0.41462, 4.47654, 2.84892)
O (-1.46788, 3.90060, 2.05762)
C (-1.71166, 4.20924, 0.71749)
H (2.10523, 8.14272, 3.84589)
H (0.57958, 8.64896, 3.68942)
H (1.40265, 7.93923, 2.24437)
H (-0.34254, 6.41961, 1.84755)
H (-1.27675, 6.45795, 3.40290)
H (-0.52528, 4.11773, 3.87220)
H (0.47500, 3.98005, 2.46140)
H (-0.86000, 4.38450, 0.06017)
H (-2.43506, 5.00635, 0.54602)
H (-2.14545, 3.36791, 0.17704)
C (-2.83249, 0.45915, 1.53811)
O (-2.53947, -0.71149, 0.72096)
C (-3.66699, -1.55033, 0.81855)
C (-3.26343, -2.94653, 0.36132)
O (-2.49437, -2.76632, -0.81060)
C (-2.96254, -3.56384, -1.89529)
H (-2.18747, 1.29494, 1.26700)
H (-2.78400, 0.10704, 2.56853)
H (-3.81443, 0.82123, 1.23348)
H (-4.55449, -1.18538, 0.30160)
H (-4.01586, -1.63937, 1.84736)
H (-4.19780, -3.43247, 0.08037)
H (-2.83242, -3.61511, 1.10652)
H (-2.85837, -4.57792, -1.50942)
H (-2.30496, -3.46163, -2.75856)
H (-3.98078, -3.30527, -2.18587)
C (4.53007, -0.19908, -3.48016)
O (5.14388, -1.00487, -2.46484)
C (4.21424, -1.68257, -1.56722)
C (4.87590, -2.85403, -0.84930)
O (3.85117, -3.84028, -1.03617)
C (4.42814, -5.11923, -1.26374)
H (3.79303, 0.43556, -2.98813)
H (3.96079, -0.86314, -4.13058)
H (5.17587, 0.50527, -4.00450)
H (3.32792, -1.94986, -2.14262)
H (3.91253, -0.84600, -0.93696)
H (5.19534, -2.65913, 0.17445)
H (5.84040, -3.03734, -1.32282)
H (4.90671, -5.58827, -0.40404)
H (5.12774, -5.25006, -2.08929)
H (3.56473, -5.77189, -1.39281)